1.
Entry from the OMol25 dataset: a 2-piece molecular cluster, C4H14N2O overall (ωB97M-V/def2-TZVPD).

The geometry in XYZ format:
```
21
Properties=species:S:1:pos:R:3
N 1.0179 -2.5728 1.6979
C 1.3580 -1.3231 0.8714
C 0.2185 -0.5907 -0.1854
C -0.6878 0.2256 0.8620
C -0.1869 1.7324 0.8272
N -0.2859 2.1796 -0.5856
H 0.4109 -2.3444 2.5190
H 0.4620 -3.3633 1.2849
H 1.6883 -0.4699 1.4987
H 2.1363 -1.6488 0.1888
H -0.2427 -1.5624 -0.4958
H 0.4985 0.0288 -1.1014
H -1.7055 0.2709 0.4421
H -0.7246 -0.1547 1.8385
H 0.7860 2.0202 1.1551
H -0.8772 2.3637 1.4588
H -1.2379 2.1222 -0.9132
H 0.4033 1.8555 -1.1473
O -0.7820 0.5827 -3.7135
H -1.7201 0.6878 -3.4491
H -0.5291 -0.0393 -3.0531
```

Its total charge is 0. Its SMILES is NCCCCN.O. The value obtained for the orbital gap is 9.7 eV. The calculation puts the LUMO energy at 0.7 eV.

In the Löwdin picture, each atom carries the following charge in e:
1. N -0.04
2. C -0.23
3. C -0.15
4. C -0.20
5. C -0.25
6. N -0.01
7. H 0.06
8. H 0.07
9. H 0.10
10. H 0.07
11. H 0.08
12. H 0.08
13. H 0.09
14. H 0.06
15. H 0.09
16. H 0.11
17. H 0.06
18. H 0.00
19. O -0.05
20. H 0.05
21. H -0.01


2.
Entry from the OMol25 dataset: a 2-piece molecular cluster, C4H14N2O overall (ωB97M-V/def2-TZVPD).

The geometry in XYZ format:
```
21
Properties=species:S:1:pos:R:3
C 3.4371 0.8748 0.3344
N 2.6711 -0.2218 -0.3997
C 1.2428 -0.3877 -0.9015
C 0.3439 -0.4678 0.3019
C -0.3009 0.8834 0.5952
N -0.2832 1.0975 2.0916
H 4.5407 0.7760 0.2909
H 3.2644 1.8532 -0.2962
H 3.3749 1.0075 1.4028
H 2.8573 -1.0730 0.0232
H 0.9185 0.3501 -1.6708
H 1.2799 -1.3143 -1.3970
H 1.0807 -0.8266 1.1153
H -0.3730 -1.3016 0.1037
H -1.2745 1.1199 0.2380
H 0.2923 1.6670 0.0477
H -0.3698 2.1178 2.3476
H 0.6467 0.8502 2.3956
O -6.0245 -1.6274 -1.8401
H -6.2725 -2.2956 -2.4281
H -6.8226 -1.4578 -1.2760
```

Its total charge is 0. Its SMILES is CNCCCN.O. The value obtained for the orbital gap is 9.4 eV. The calculation puts the LUMO energy at 1.0 eV.

In the Löwdin picture, each atom carries the following charge in e:
1. C -0.12
2. N -0.12
3. C -0.23
4. C -0.22
5. C -0.27
6. N -0.03
7. H 0.06
8. H 0.10
9. H 0.04
10. H 0.04
11. H 0.12
12. H 0.08
13. H 0.13
14. H 0.11
15. H 0.09
16. H 0.10
17. H 0.08
18. H 0.03
19. O -0.05
20. H -0.01
21. H 0.06


3.
Entry from the OMol25 dataset: a 2-piece molecular cluster, C4H14N2O overall (ωB97M-V/def2-TZVPD).

The geometry in XYZ format:
```
21
Properties=species:S:1:pos:R:3
C -1.1343 2.7022 1.0849
N -0.4124 1.5016 0.6795
C -0.3259 0.4472 1.6568
C -0.2316 -0.9076 1.0092
C 0.8707 -1.1627 -0.0322
N 0.5938 -0.7045 -1.3943
H -0.4863 3.5141 1.4234
H -1.7509 2.4611 1.9473
H -1.7338 3.0624 0.2528
H -0.6964 1.1565 -0.2229
H -1.1432 0.4895 2.3856
H 0.5675 0.6382 2.2638
H -0.1536 -1.7552 1.7009
H -1.2067 -1.2292 0.5944
H 1.7737 -0.6670 0.3232
H 1.0295 -2.2421 -0.0390
H -0.4177 -0.6749 -1.5510
H 0.9244 0.2262 -1.6318
O 1.1178 -2.5671 -3.5735
H 0.9545 -2.0180 -2.7837
H 1.8609 -2.2708 -4.0936
```

Its total charge is 0. Its SMILES is CNCCCN.O. The value obtained for the orbital gap is 9.7 eV. The calculation puts the LUMO energy at 1.0 eV.

In the Löwdin picture, each atom carries the following charge in e:
1. C -0.12
2. N -0.13
3. C -0.27
4. C -0.21
5. C -0.26
6. N -0.03
7. H 0.07
8. H 0.06
9. H 0.08
10. H 0.07
11. H 0.11
12. H 0.11
13. H 0.11
14. H 0.12
15. H 0.12
16. H 0.11
17. H 0.08
18. H 0.08
19. O -0.09
20. H -0.03
21. H 0.02


4.
Entry from the OMol25 dataset: a 2-piece molecular cluster, C4H14N2O overall (ωB97M-V/def2-TZVPD).

The geometry in XYZ format:
```
21
Properties=species:S:1:pos:R:3
N 3.2749 -0.5583 1.3210
C 1.8085 -0.6420 1.2028
C 1.3424 -0.7159 -0.3480
C -0.2282 -0.9876 -0.4294
C -1.0570 -0.0616 -1.2998
N -2.4532 0.1130 -0.7894
H 3.7243 -0.0962 0.5207
H 3.4517 0.1794 1.9857
H 1.4827 -1.6610 1.5267
H 1.3780 0.2982 1.6215
H 1.5644 0.2109 -0.9135
H 1.9506 -1.4650 -0.8881
H -0.8287 -1.0155 0.4945
H -0.2587 -2.0340 -0.7984
H -0.6394 0.9545 -1.2294
H -0.9402 -0.1642 -2.3911
H -3.0234 0.8898 -1.1210
H -2.9703 -0.6947 -1.1366
O -2.5429 2.6332 1.2993
H -1.8846 2.1062 0.8224
H -3.1509 2.7109 0.5502
```

Its total charge is 0. Its SMILES is NCCCCN.O. The value obtained for the orbital gap is 10.3 eV. The calculation puts the LUMO energy at 0.7 eV.

In the Löwdin picture, each atom carries the following charge in e:
1. N -0.04
2. C -0.27
3. C -0.18
4. C -0.21
5. C -0.30
6. N -0.02
7. H 0.06
8. H 0.05
9. H 0.11
10. H 0.11
11. H 0.09
12. H 0.10
13. H 0.11
14. H 0.10
15. H 0.10
16. H 0.11
17. H 0.06
18. H 0.07
19. O -0.07
20. H 0.01
21. H 0.03


5.
Entry from the OMol25 dataset: a 3-piece molecular cluster, C4H14N2O overall (ωB97M-V/def2-TZVPD).

The geometry in XYZ format:
```
21
Properties=species:S:1:pos:R:3
C -1.4201 0.4109 1.1173
C -0.8995 -1.4401 -0.5891
C -0.4439 -0.1426 2.1080
N -1.1957 1.5791 0.5820
H -2.4226 -0.0143 1.1529
H -2.0072 1.9370 0.0835
H 2.0554 0.3612 0.1995
H 0.5691 0.1965 1.8967
H -1.3898 -1.4830 -1.5685
H -0.0122 -2.0856 -0.6133
H -1.5580 -1.9959 0.0786
H -0.4630 -1.2297 2.1252
H -0.7127 0.2211 3.1056
C 1.9764 0.5949 -0.8675
N 0.5665 0.8337 -1.1582
O 2.5005 -0.4429 -1.6619
H 1.9969 -1.2475 -1.4813
H 0.4381 1.2102 -2.0912
H -0.0315 1.4424 -0.3975
H 2.5857 1.4756 -1.0791
H -0.1323 -0.1810 -0.9417
```

Its total charge is 0. The value obtained for the orbital gap is 8.5 eV. The calculation puts the LUMO energy at 1.0 eV.

In the Löwdin picture, each atom carries the following charge in e:
1. C -0.31
2. C -0.18
3. C -0.09
4. N 0.01
5. H 0.11
6. H 0.07
7. H 0.11
8. H 0.06
9. H -0.01
10. H -0.02
11. H -0.02
12. H 0.07
13. H 0.08
14. C -0.29
15. N 0.01
16. O -0.04
17. H 0.08
18. H 0.12
19. H 0.08
20. H 0.12
21. H 0.05


6.
Entry from the OMol25 dataset: a 2-piece molecular cluster, C4H14N2O overall (ωB97M-V/def2-TZVPD).

The geometry in XYZ format:
```
21
Properties=species:S:1:pos:R:3
C -1.5105 0.3620 -0.1295
C -0.2322 1.0819 -0.2089
C 1.0419 0.7414 0.5071
C 0.9191 -0.0309 1.5831
N 1.8547 -0.0853 2.7595
N -1.3497 -1.0740 -0.5451
H -2.0729 0.5320 0.7045
H -2.1347 0.6814 -1.0032
H -0.2379 1.6290 -1.1417
H -0.4128 2.2251 0.3199
H 1.8973 1.4011 0.1274
H 0.0236 -0.6684 1.8477
H 1.3746 0.5072 3.5442
H 1.6713 -1.1171 3.1411
H 2.8882 0.0518 2.4479
H -2.2832 -1.6002 -0.8253
H -0.8176 -0.9906 -1.5044
H -0.7958 -1.7281 0.0506
H 0.3083 -1.0458 -3.6940
H -0.6695 0.1075 -3.9462
O -0.4479 -0.5994 -3.2601
```

Its total charge is +2. The value obtained for the orbital gap is 11.0 eV. The calculation puts the LUMO energy at -7.0 eV.

In the Löwdin picture, each atom carries the following charge in e:
1. C -0.18
2. C -0.21
3. C -0.05
4. C -0.14
5. N 0.16
6. N 0.15
7. H 0.11
8. H 0.16
9. H 0.11
10. H 0.23
11. H 0.17
12. H 0.14
13. H 0.22
14. H 0.22
15. H 0.22
16. H 0.24
17. H 0.14
18. H 0.16
19. H 0.09
20. H 0.12
21. O -0.07


Question: Among the records above, which one has the highest total charge?
Answer: number 6


Question: What is the total charge in the third record?
Answer: 0


Question: Which value of total charge does entry 4 give?
Answer: 0